Record 1
Computed, not measured: a structure of composition C25H26Cl4IrN6O2, with the ωB97M-V functional and the def2-TZVPD basis.

Last column: Löwdin spin population.
Geometry (Å):
Ir: -0.603 -0.313 -0.584  0.1185
Cl: -6.341 -3.849 -2.599  0.0540
C: -4.719 -3.425 -2.339  0.1169
C: -4.402 -2.414 -1.468  -0.0138
C: -3.064 -2.057 -1.246  0.1438
N: -2.629 -1.160 -0.333  0.0981
C: -3.434 -0.786 0.725  0.0166
O: -4.427 -1.357 1.094  0.0415
C: -2.963 0.461 1.381  0.0008
C: -3.792 1.113 2.278  0.0008
C: -3.386 2.334 2.792  -0.0004
C: -2.162 2.844 2.387  0.0013
C: -1.388 2.113 1.503  -0.0027
N: -1.780 0.938 1.010  -0.0085
C: -2.039 -2.645 -2.055  0.1354
C: -2.369 -3.733 -2.881  -0.0082
C: -3.674 -4.130 -3.024  0.1094
Cl: -4.050 -5.450 -4.021  0.0499
N: -0.812 -2.115 -1.868  0.0921
C: 0.288 -2.577 -2.564  0.0173
O: 0.278 -3.229 -3.577  0.0483
C: 1.560 -2.202 -1.903  -0.0015
C: 2.751 -2.696 -2.408  0.0005
C: 3.935 -2.361 -1.772  -0.0016
C: 3.869 -1.542 -0.656  -0.0002
C: 2.634 -1.082 -0.230  -0.0055
N: 1.495 -1.412 -0.836  -0.0370
H: -5.188 -1.897 -0.944  -0.0023
H: -4.735 0.650 2.533  0.0001
H: -4.018 2.884 3.476  -0.0001
H: -1.805 3.804 2.734  0.0000
H: -0.430 2.489 1.175  -0.0001
H: -1.596 -4.267 -3.403  -0.0017
H: 2.709 -3.323 -3.288  -0.0001
H: 4.883 -2.728 -2.141  -0.0001
H: 4.759 -1.255 -0.116  -0.0002
H: 2.564 -0.426 0.622  -0.0006
Cl: -2.093 1.498 -2.111  0.0522
C: -1.278 1.802 -3.680  0.0037
Cl: 0.131 0.758 -3.926  0.0033
H: -0.950 2.834 -3.690  0.0004
H: -1.991 1.619 -4.476  0.0006
C: 2.074 -0.469 3.176  -0.0003
C: 1.131 0.456 2.405  0.0024
N: 1.815 1.576 1.745  -0.0027
C: 2.421 2.563 2.666  -0.0001
C: 3.936 2.434 2.872  -0.0001
C: 1.674 1.880 0.447  -0.0031
C: 2.457 3.045 -0.090  -0.0011
N: 0.877 1.252 -0.392  -0.0188
H: 1.521 -0.986 3.958  -0.0001
H: 2.877 0.089 3.652  0.0001
H: 2.523 -1.228 2.537  0.0000
H: 0.401 0.877 3.100  0.0000
H: 0.580 -0.117 1.664  0.0032
H: 1.916 2.446 3.624  0.0000
H: 2.188 3.560 2.299  0.0000
H: 4.174 1.782 3.710  0.0000
H: 4.360 3.412 3.095  0.0000
H: 4.437 2.040 1.988  0.0000
H: 1.924 3.977 0.109  -0.0003
H: 2.572 2.959 -1.169  -0.0002
H: 3.443 3.114 0.360  0.0001
H: 0.961 1.629 -1.327  0.0004

Output
HOMO (spin up / spin down) = -0.4938 / -0.5194 hartree
LUMO level (spin up / spin down) = -7.58 / -7.97 eV
charge = +2
gap between HOMO and LUMO (spin up / spin down) = 5.86 / 6.16 eV
2S+1 = 2
energy relative to the best compared isomer or geometry (same formula, charge and spin) = 301.4 kJ/mol
E = -3391.82018 hartree



Record 2
Computed, not measured: an isolated molecule of C25H26ClN3O5S, with the ωB97M-V functional and the def2-TZVPD basis.

Last column: natural (NBO) charge in e.
Geometry (Å):
C: -3.286 1.471 -2.772  -0.2659
O: -2.602 1.753 -3.974  -0.5351
C: -2.828 3.034 -4.497  -0.0666
C: -2.125 4.158 -3.708  -0.2620
N: -0.721 3.874 -3.543  -0.5926
C: -0.251 3.299 -2.416  0.6869
O: -0.954 3.176 -1.414  -0.6741
C: 1.162 2.844 -2.468  -0.2084
C: 2.096 3.505 -3.263  -0.1693
C: 3.405 3.070 -3.335  -0.2401
C: 3.797 1.951 -2.617  -0.1666
C: 2.896 1.288 -1.808  -0.2671
C: 1.579 1.733 -1.705  0.2783
N: 0.647 1.118 -0.883  -0.6418
C: 0.760 -0.017 -0.144  0.6630
O: 1.748 -0.719 -0.076  -0.6051
C: -0.493 -0.350 0.608  -0.0768
C: -1.341 0.620 1.141  -0.1755
C: -2.436 0.253 1.900  -0.2366
C: -2.693 -1.092 2.144  -0.0104
Cl: -4.000 -1.540 3.163  0.0509
C: -1.873 -2.061 1.590  -0.3655
S: -2.033 -3.821 1.975  2.3201
O: -3.390 -4.190 2.233  -0.9234
O: -1.326 -4.533 0.960  -0.9326
N: -1.211 -3.936 3.435  -0.8597
C: 0.017 -3.221 3.446  0.1452
C: 0.065 -1.917 3.921  -0.2380
C: 1.219 -1.167 3.798  -0.2215
C: 2.342 -1.707 3.188  0.0117
C: 3.562 -0.879 2.936  -0.6325
C: 2.299 -3.034 2.780  -0.2015
C: 1.159 -3.813 2.904  -0.0080
C: 1.154 -5.245 2.477  -0.6487
C: -0.776 -1.692 0.839  -0.1514
H: -3.135 0.410 -2.581  0.1980
H: -4.358 1.674 -2.874  0.1632
H: -2.886 2.046 -1.931  0.1890
H: -2.426 2.998 -5.515  0.1830
H: -3.904 3.256 -4.547  0.1712
H: -2.552 4.247 -2.707  0.2333
H: -2.251 5.103 -4.241  0.2048
H: -0.174 3.795 -4.386  0.3999
H: 1.803 4.391 -3.808  0.2114
H: 4.116 3.601 -3.950  0.2169
H: 4.815 1.600 -2.678  0.2184
H: 3.198 0.424 -1.242  0.2594
H: -0.237 1.627 -0.847  0.4406
H: -1.141 1.672 0.997  0.2326
H: -3.084 1.000 2.329  0.2353
H: -1.842 -3.663 4.176  0.4078
H: -0.815 -1.485 4.380  0.2110
H: 1.235 -0.149 4.159  0.2108
H: 4.469 -1.455 3.104  0.2158
H: 3.554 -0.558 1.894  0.2382
H: 3.577 0.004 3.570  0.2114
H: 3.181 -3.472 2.336  0.2084
H: 2.170 -5.607 2.335  0.2110
H: 0.603 -5.355 1.545  0.2555
H: 0.650 -5.855 3.224  0.2263
H: -0.134 -2.461 0.439  0.2676

Output
HOMO = -0.3191 hartree
LUMO level = 0.04 eV
charge = 0
gap between HOMO and LUMO = 8.73 eV
2S+1 = 1
structure (SMILES) = COCCNC(=O)c1ccccc1NC(=O)c1ccc(Cl)c(S(=O)(=O)Nc2ccc(C)cc2C)c1
energy relative to the best compared isomer or geometry (same formula, charge and spin) = 0.0 kJ/mol
E = -2367.15111 hartree



Record 3
Computed, not measured: an isolated molecule of C25H26FNO4S2, with the ωB97M-V functional and the def2-TZVPD basis.

Last column: natural (NBO) charge in e.
Geometry (Å):
O: 0.574 -2.589 0.732  -0.9225
S: -0.576 -1.812 1.183  2.1115
O: -0.600 -1.167 2.489  -0.9151
C: -2.058 -2.810 1.023  -0.3444
C: -1.966 -3.984 0.285  -0.1536
C: -3.089 -4.794 0.123  -0.2044
C: -4.307 -4.459 0.716  -0.1779
C: -4.373 -3.302 1.498  -0.2425
C: -3.251 -2.485 1.677  -0.1077
C: -0.590 -0.324 0.050  -0.0781
F: -1.843 0.240 0.359  -0.3577
C: 0.673 0.654 0.198  -0.1110
C: 0.499 1.885 1.080  0.0532
C: 1.508 2.452 1.877  -0.2258
C: 1.224 3.599 2.637  -0.2119
C: -0.041 4.193 2.603  -0.2154
C: -1.009 3.697 1.721  -0.1995
C: -0.710 2.572 0.950  -0.2321
N: 2.026 0.102 0.288  -0.4606
C: 2.725 -0.172 -0.948  -0.1996
C: 4.253 -0.179 -0.916  -0.4042
C: 4.840 -0.851 0.331  -0.4003
C: 4.137 -0.337 1.585  -0.4005
C: 2.607 -0.425 1.499  -0.2287
S: -0.788 -1.010 -1.669  2.0980
O: 0.515 -1.429 -2.159  -0.9088
O: -1.920 -1.928 -1.708  -0.9232
C: -1.380 0.434 -2.562  -0.2570
C: -2.708 0.826 -2.383  -0.2006
C: -3.090 2.098 -2.809  -0.2137
C: -2.172 2.926 -3.460  -0.1814
C: -0.866 2.488 -3.690  -0.2110
C: -0.464 1.222 -3.255  -0.2210
H: -1.007 -4.259 -0.148  0.2514
H: -3.000 -5.699 -0.473  0.2205
H: -5.189 -5.093 0.579  0.2220
H: -5.315 -3.044 1.981  0.2202
H: -3.304 -1.605 2.316  0.2332
H: 0.662 0.999 -0.839  0.2328
H: 2.519 2.029 1.888  0.2269
H: 2.010 4.052 3.235  0.2148
H: -0.260 5.082 3.197  0.2144
H: -1.981 4.168 1.560  0.2130
H: -1.424 2.195 0.220  0.2184
H: 2.369 0.542 -1.699  0.1832
H: 2.417 -1.166 -1.288  0.1987
H: 4.632 0.850 -1.000  0.1914
H: 4.588 -0.700 -1.823  0.2132
H: 4.772 -1.947 0.241  0.2019
H: 5.912 -0.619 0.395  0.2079
H: 4.455 -0.894 2.475  0.2155
H: 4.435 0.708 1.752  0.1870
H: 2.174 0.091 2.364  0.2136
H: 2.349 -1.494 1.589  0.1975
H: -3.411 0.149 -1.892  0.2504
H: -4.107 2.430 -2.611  0.2248
H: -2.476 3.928 -3.766  0.2235
H: -0.145 3.133 -4.186  0.2254
H: 0.541 0.829 -3.410  0.2458

Output
HOMO = -0.2933 hartree
LUMO level = 0.12 eV
charge = 0
gap between HOMO and LUMO = 8.10 eV
2S+1 = 1
structure (SMILES) = O=S(=O)(c1ccccc1)C(F)([C@@H](c1ccccc1)N1CCCCC1)S(=O)(=O)c1ccccc1
energy relative to the best compared isomer or geometry (same formula, charge and spin) = 0.0 kJ/mol
E = -2220.10654 hartree



Record 4
Computed, not measured: a structure of composition C25H26N3O2Pt, with the ωB97M-V functional and the def2-TZVPD basis.

Last column: Löwdin charge in e.
Geometry (Å):
Pt: -0.069 -0.455 0.391  1.2257
O: -0.257 1.087 2.850  -0.0347
C: -0.826 1.935 1.875  -0.2249
C: -0.677 2.197 -0.708  -0.4049
C: 0.231 2.540 -1.827  0.1283
C: -0.155 2.379 -3.146  0.0397
C: -1.340 1.711 -3.378  0.1325
C: -2.028 1.075 -2.289  -0.0553
N: -1.729 1.272 -1.060  0.1279
H: -0.574 1.326 3.732  0.1275
H: -0.709 2.979 2.173  0.1212
H: -1.896 1.754 1.726  0.1299
H: 1.152 3.069 -1.608  0.1527
H: 0.439 2.767 -3.963  0.1479
H: -1.744 1.632 -4.382  0.1541
H: -2.823 0.367 -2.505  0.1451
C: 4.080 -0.813 -0.582  0.0499
C: 4.616 0.355 -0.079  0.0310
C: 3.748 1.324 0.413  0.0799
C: 2.377 1.075 0.427  -0.1749
N: 1.870 -0.130 -0.007  -0.0523
C: 2.700 -1.025 -0.527  -0.0594
C: 1.368 2.058 0.706  -0.0504
C: 1.667 3.407 0.971  0.0246
C: 0.775 4.448 0.839  0.0719
C: -0.544 4.544 0.243  0.0025
C: -1.203 3.625 -0.485  0.0809
C: -0.055 1.582 0.588  -0.3461
H: 4.709 -1.584 -1.006  0.1431
H: 5.683 0.530 -0.086  0.1444
H: 4.141 2.265 0.770  0.1362
H: 2.258 -1.943 -0.888  0.1271
H: 2.671 3.691 1.258  0.1349
H: 1.168 5.413 1.148  0.1487
H: -1.003 5.523 0.321  0.1459
H: -2.107 3.912 -1.011  0.1579
O: -2.073 -0.627 0.954  -0.2188
C: -2.790 -1.873 1.222  -0.1466
C: -3.134 -2.605 -0.057  -0.1361
C: -1.929 -2.832 -0.986  -0.1305
C: -0.780 -3.435 -0.232  -0.2683
C: -0.656 -4.810 -0.094  0.0275
C: 0.322 -5.340 0.729  0.0097
C: 1.157 -4.471 1.418  -0.0101
C: 0.993 -3.117 1.228  -0.1264
N: 0.061 -2.597 0.404  -0.0710
H: -2.587 -0.033 0.386  0.0865
H: -3.677 -1.596 1.790  0.1442
H: -2.128 -2.436 1.875  0.1309
H: -3.926 -2.082 -0.597  0.1268
H: -3.560 -3.568 0.237  0.1402
H: -1.600 -1.884 -1.426  0.0824
H: -2.224 -3.479 -1.811  0.1331
H: -1.336 -5.458 -0.630  0.1389
H: 0.425 -6.411 0.841  0.1358
H: 1.918 -4.832 2.094  0.1288
H: 1.612 -2.404 1.759  0.1144

Output
HOMO = -0.6491 hartree
LUMO level = -12.36 eV
charge = +3
gap between HOMO and LUMO = 5.31 eV
2S+1 = 1
energy relative to the best compared isomer or geometry (same formula, charge and spin) = 265.1 kJ/mol
E = -1401.21915 hartree